(1)
14
Properties=species:S:1:pos:R:3:forces:R:3 method="wB97M-V/def2-TZVPD" total_energy_ev=-19756.9920 relative_energy_kj_mol=746.9 e_lumo_ev="0.0 / -0.1" spin_multiplicity=1
C -0.2835 0.1028 1.0037 -4.8 1.9 2.0
C 1.1188 0.1591 0.7264 4.2 -1.9 -2.1
C -1.3262 -0.6769 0.1278 1.1 -0.4 -0.2
C 1.5395 1.0168 -0.4515 0.2 0.5 1.2
N -1.2507 -0.6788 -1.3764 0.8 1.1 -1.1
N -0.5050 0.1984 -1.8585 -0.8 -1.2 4.6
Cl -0.3818 0.3887 -3.4720 -0.3 -0.4 -2.4
H -0.5815 -0.2714 2.0406 0.9 0.2 -1.1
H -0.6388 1.1973 1.1055 0.4 -1.4 -0.5
H 1.7201 0.6703 1.5493 -0.5 -0.7 -0.7
H 1.5638 -0.9335 0.5455 -0.6 1.9 0.8
H -1.2810 -1.7878 0.4354 -0.5 1.7 -0.6
H -2.3058 -0.1847 0.3307 0.5 -0.9 0.0
H 2.6121 0.7998 -0.7064 -0.6 -0.4 0.1

=====

(2)
14
Properties=species:S:1:pos:R:3:forces:R:3 method="wB97M-V/def2-TZVPD" total_energy_ev=-19759.7852 relative_energy_kj_mol=477.4 e_lumo_ev="0.6 / 0.6" spin_multiplicity=1
C -0.2250 -1.1057 0.2705 -1.1 -1.5 -0.2
C -0.6578 0.1637 1.1118 -0.1 0.8 -0.4
C 1.0469 -0.8911 -0.5802 -0.4 -0.2 4.1
C -0.3714 1.4411 0.2426 0.7 -3.5 -1.4
N 0.8897 0.1041 -1.5321 -2.0 2.2 0.2
N 0.1349 1.0884 -0.9820 0.7 1.1 0.3
Cl -0.0797 2.3566 -2.1233 0.2 0.2 -0.4
H -0.0443 -2.0406 0.8381 0.1 0.9 0.6
H -0.9826 -1.5670 -0.4460 0.1 1.5 0.8
H -1.7626 0.1041 1.3031 0.9 0.1 -0.2
H -0.1748 0.3713 2.1137 -0.3 -1.0 -1.0
H 1.6978 -0.5951 0.3170 0.4 -0.1 -1.4
H 1.3016 -1.8761 -0.9354 0.6 0.1 -0.7
H -0.7728 2.4461 0.4023 0.1 -0.7 -0.3

=====

(3)
14
Properties=species:S:1:pos:R:3:forces:R:3 method="wB97M-V/def2-TZVPD" total_energy_ev=-19760.1671 smiles="N=C=NCl.C=CC" relative_energy_kj_mol=440.5 e_lumo_ev=0.4 spin_multiplicity=1
C -2.6460 -0.9554 0.5635 0.7 -1.3 1.4
C 1.2932 0.3028 -1.5468 -2.5 0.5 -2.0
C 0.8022 0.0266 0.8678 -3.3 -2.3 -2.2
C 0.3871 0.2449 -0.5812 -0.1 -0.3 0.4
N -2.1304 -1.8540 1.1862 -0.2 -0.2 0.0
N -3.0529 0.1504 0.3060 -0.2 1.6 -0.6
Cl -4.4603 0.8733 -0.2250 0.1 -0.6 -0.1
H -1.3578 -2.5053 1.2257 -0.5 0.4 -0.7
H 0.8771 0.5407 -2.5535 0.5 -0.5 0.6
H 2.3104 0.0534 -1.5482 1.4 0.2 0.6
H 1.6903 0.4369 0.9542 4.1 2.9 1.0
H 1.1342 -0.9957 0.8770 -0.6 -1.1 0.7
H 0.0825 0.2705 1.6232 -0.2 0.1 0.3
H -0.6704 0.2068 -0.9006 0.6 0.6 0.5

=====

(4)
20
Properties=species:S:1:pos:R:3:forces:R:3 method="wB97M-V/def2-TZVPD" total_energy_ev=-30924.7440 relative_energy_kj_mol=73.8 e_lumo_ev=0.1 spin_multiplicity=1
C -2.1673 -1.3514 0.2077 0.9 1.0 1.8
C 0.8580 -0.4502 -0.6594 -1.0 1.3 -3.9
C 1.7453 1.8281 -0.8292 2.2 1.5 -2.9
C 0.9363 0.9086 -0.0820 -0.7 -1.1 2.5
N 0.1797 -1.5268 -0.0584 -0.6 -0.4 1.8
N -2.2987 -0.0798 0.0990 -0.1 -1.1 -0.8
N 1.2997 -2.0668 0.1428 -0.2 -1.0 -0.3
N -2.5865 0.7357 1.2109 0.8 -0.4 -0.5
O 2.0821 -1.1611 -0.5667 1.6 -0.3 -0.2
O 1.6541 -3.0667 0.6502 0.6 -0.4 0.2
O -1.7957 1.6180 1.4647 -0.1 -0.2 0.0
O -3.6585 0.5483 1.6888 -1.2 0.1 1.1
Cl 1.5119 0.6131 1.6039 -0.3 0.7 0.2
H -1.9504 -1.8320 -0.7140 -0.5 -0.5 -0.7
H -1.9497 -1.9885 1.1320 -1.1 1.2 -1.0
H 0.4248 -0.3190 -1.7049 1.1 -0.3 0.7
H 1.1352 2.2622 -1.6107 -0.5 -0.3 -0.7
H 2.5349 1.2627 -1.3703 0.1 0.8 0.5
H 2.1000 2.8021 -0.4488 0.2 -1.0 0.9
H -0.0551 1.2634 -0.1557 -1.3 0.4 1.2

=====

Please write out number 2 again, unchanged.
14
Properties=species:S:1:pos:R:3:forces:R:3 method="wB97M-V/def2-TZVPD" total_energy_ev=-19759.7852 relative_energy_kj_mol=477.4 e_lumo_ev="0.6 / 0.6" spin_multiplicity=1
C -0.2250 -1.1057 0.2705 -1.1 -1.5 -0.2
C -0.6578 0.1637 1.1118 -0.1 0.8 -0.4
C 1.0469 -0.8911 -0.5802 -0.4 -0.2 4.1
C -0.3714 1.4411 0.2426 0.7 -3.5 -1.4
N 0.8897 0.1041 -1.5321 -2.0 2.2 0.2
N 0.1349 1.0884 -0.9820 0.7 1.1 0.3
Cl -0.0797 2.3566 -2.1233 0.2 0.2 -0.4
H -0.0443 -2.0406 0.8381 0.1 0.9 0.6
H -0.9826 -1.5670 -0.4460 0.1 1.5 0.8
H -1.7626 0.1041 1.3031 0.9 0.1 -0.2
H -0.1748 0.3713 2.1137 -0.3 -1.0 -1.0
H 1.6978 -0.5951 0.3170 0.4 -0.1 -1.4
H 1.3016 -1.8761 -0.9354 0.6 0.1 -0.7
H -0.7728 2.4461 0.4023 0.1 -0.7 -0.3